[1]
Formula: C19H40OP2Sn
Source: OMol25
Level of theory: ωB97M-V/def2-TZVPD

Calculated values
LUMO, eV: -0.3
E_tot, eV: -46801.6801
Charge: 0
HOMO energy, eV: -7.3
Molecular weight, g mol⁻¹: 465.2

Structure (XYZ):
```
63
Properties=species:S:1:pos:R:3:forces:R:3
P -0.191 0.296 -1.967 -0.2 0.3 0.4
P 2.504 -0.141 1.430 -1.2 0.1 -0.6
C 0.167 -0.929 -0.532 -0.3 -0.7 -0.2
C 0.725 -0.617 0.899 0.6 0.5 0.7
H 0.791 -1.744 -0.963 -0.3 0.5 0.1
H -0.814 -1.375 -0.314 0.5 0.0 -0.2
H 0.096 0.122 1.453 0.3 -0.7 -0.5
H 0.647 -1.553 1.487 -0.2 0.6 -0.6
C 3.263 -1.776 1.179 0.1 -0.2 0.1
H 4.321 -1.705 1.445 -0.1 -0.2 -0.1
H 3.169 -2.074 0.131 0.1 -0.1 0.2
H 2.761 -2.484 1.846 0.2 -0.3 -0.2
C 2.180 -0.300 3.241 0.0 -0.1 0.0
H 1.920 -1.338 3.471 -0.1 0.0 0.2
H 1.367 0.358 3.569 0.1 0.0 -0.1
H 3.080 -0.035 3.806 -0.1 0.0 -0.1
C -0.446 -0.656 -3.547 0.1 -0.2 -0.1
H -0.372 0.119 -4.324 0.0 -0.2 0.2
H -1.432 -1.125 -3.655 0.2 0.0 0.2
H 0.323 -1.405 -3.750 0.0 0.2 0.1
C -2.036 0.768 -1.856 -1.1 -0.1 0.5
H -2.645 0.055 -1.249 0.8 1.1 -0.8
H -2.444 0.767 -2.903 0.5 0.2 0.9
H -2.261 1.777 -1.405 0.3 -1.0 -0.9
Sn -0.540 2.274 0.179 2.6 2.1 -2.0
C -1.767 -2.059 1.985 0.5 -1.1 0.7
C -0.952 -2.941 1.346 -0.4 -0.6 1.7
C -1.377 -3.828 0.229 -0.6 -0.8 0.3
C -2.650 -3.392 -0.544 0.6 -1.2 0.5
C -2.950 -1.936 -0.617 -1.6 0.7 -0.4
C -3.804 -1.199 0.144 -0.3 -1.5 -1.0
C -4.247 -1.605 1.507 -0.4 -0.2 0.5
C -3.206 -2.411 2.301 -0.5 0.2 -0.8
C -0.765 3.594 -1.670 -0.6 0.0 0.7
H -1.384 -1.188 2.543 0.2 -0.9 0.2
H -0.036 -3.323 1.867 0.0 1.4 -1.1
H -1.562 -4.824 0.661 0.1 -0.1 -0.3
H -0.548 -3.959 -0.485 -0.1 0.2 0.4
H -2.506 -3.736 -1.587 -0.2 0.2 0.5
H -3.505 -3.977 -0.170 0.1 0.4 0.0
H -2.604 -1.549 -1.576 -0.5 -0.1 0.2
H -4.503 -0.468 -0.297 1.3 0.4 0.0
H -5.178 -2.191 1.436 0.1 0.2 0.1
H -4.494 -0.703 2.081 -0.1 -0.1 -0.2
H -3.354 -2.197 3.377 0.2 -0.2 -0.5
H -3.383 -3.496 2.164 0.2 0.5 0.0
H -0.319 4.560 -1.443 0.0 0.1 0.1
H -1.811 3.742 -1.927 -0.2 0.3 -0.1
H -0.244 3.196 -2.541 0.1 -0.3 0.3
C 3.839 2.375 0.034 0.6 0.3 0.6
C 2.702 3.260 -0.470 -0.3 -0.4 0.5
C 2.518 4.455 0.444 0.2 0.7 0.3
C 3.065 3.732 -1.872 0.0 0.2 -0.5
O 1.520 2.495 -0.469 -1.1 -0.5 0.5
H 4.781 2.919 0.153 0.0 0.3 -0.2
H 4.039 1.557 -0.660 -0.2 -0.1 0.1
H 3.603 1.945 1.017 0.1 0.4 -0.6
H 3.473 4.959 0.629 0.0 0.0 0.0
H 1.840 5.208 0.017 0.0 -0.3 0.0
H 2.113 4.157 1.414 0.1 -0.2 0.0
H 3.186 2.873 -2.548 -0.2 0.2 0.2
H 2.303 4.409 -2.288 0.2 -0.2 0.1
H 4.032 4.265 -1.859 -0.3 -0.1 0.0
```
Positions in Å, forces in eV/Å.

***

[2]
Formula: C30H68BN6O4P2
Source: OMol25
Level of theory: ωB97M-V/def2-TZVPD

Calculated values
LUMO, eV: 0.9
E_tot, eV: -68591.9754
Charge: -1
HOMO energy, eV: -4.5
Molecular weight, g mol⁻¹: 649.7

Structure (XYZ):
```
111
Properties=species:S:1:pos:R:3:forces:R:3
C 4.943 3.235 -0.763 -0.7 0.4 0.5
C 3.571 2.869 -0.061 0.0 -0.9 -0.7
C 2.453 2.405 -1.114 -1.1 1.3 1.1
O 1.874 1.154 -0.793 0.8 1.0 -0.4
B 2.333 0.030 -1.663 -0.4 -0.7 0.0
C 1.855 -1.357 -0.872 -0.3 0.6 0.7
C 0.391 -1.291 -0.295 -0.2 -1.4 -0.3
C -0.752 -1.524 -1.380 -0.6 0.3 1.5
O -0.387 -2.463 -2.403 -0.4 -0.1 0.8
C -0.355 -3.782 -1.867 0.3 -0.6 0.3
C 3.970 -0.001 -1.788 0.9 -0.2 -0.1
C 4.602 -1.349 -2.331 1.1 0.8 0.3
C 5.778 -1.891 -1.401 0.7 -0.7 -1.8
C 6.459 -3.069 -2.254 0.1 0.4 0.2
C 6.921 -0.809 -1.194 0.1 -0.1 -0.4
C 1.557 0.139 -3.119 -1.3 0.0 -2.9
C 0.435 1.080 -3.363 0.5 -0.8 -1.2
C -0.269 1.192 -4.628 1.1 -1.3 -0.6
C 0.087 0.351 -5.780 1.5 -0.4 2.5
C 1.161 -0.608 -5.565 -0.1 0.9 1.3
C 1.882 -0.713 -4.285 -1.9 1.5 -0.6
H 5.015 4.359 -0.805 0.4 -1.1 0.2
H 4.981 2.887 -1.824 -0.1 0.0 0.9
H 5.773 2.766 -0.182 -0.4 0.7 -0.6
H 3.201 3.717 0.574 0.3 -0.6 -0.7
H 3.673 1.991 0.641 0.1 0.8 -0.8
H 1.622 3.173 -1.000 0.7 -0.6 -0.3
H 2.800 2.506 -2.178 -0.1 -0.4 0.9
H 1.952 -2.277 -1.502 0.0 0.6 0.6
H 2.549 -1.432 0.022 -0.6 -0.2 -0.8
H 0.288 -2.167 0.420 0.0 0.9 -0.5
H 0.157 -0.380 0.308 0.4 -0.5 -0.7
H -1.150 -0.555 -1.790 0.8 -1.1 -0.2
H -1.628 -1.979 -0.820 0.6 0.5 -0.5
H -0.545 -3.828 -0.758 0.1 0.3 -1.0
H -1.139 -4.445 -2.342 0.8 0.7 0.2
H 0.678 -4.209 -2.013 -1.0 0.2 -0.1
H 4.399 0.173 -0.754 -0.5 -0.2 -0.9
H 4.400 0.833 -2.421 -0.5 -0.7 0.6
H 5.118 -1.107 -3.309 -0.6 -0.3 0.8
H 3.871 -2.160 -2.566 0.5 0.6 0.5
H 5.404 -2.342 -0.449 0.2 0.7 -0.6
H 5.901 -4.037 -2.174 0.4 0.8 -0.2
H 7.538 -3.223 -1.971 -1.1 -0.1 0.0
H 6.482 -2.723 -3.328 -0.1 -0.5 1.0
H 7.809 -1.099 -1.828 -0.8 0.3 0.6
H 6.621 0.211 -1.553 0.1 -0.9 0.6
H 7.298 -0.746 -0.144 -0.5 0.0 -0.7
H 0.111 1.761 -2.535 0.4 -0.8 -0.8
H -1.106 1.915 -4.786 0.8 -0.6 0.4
H -0.407 0.416 -6.772 0.3 0.1 0.9
H 1.477 -1.284 -6.401 -0.4 0.7 0.8
H 2.674 -1.490 -4.248 -0.6 0.7 0.2
O -4.511 -2.944 -0.501 -1.6 -0.8 3.3
P -5.985 -2.954 -0.921 2.5 1.9 -6.6
N -5.739 -4.097 -2.188 -0.4 -1.1 -1.1
C -5.063 -3.803 -3.438 0.4 0.4 0.1
C -5.387 -5.428 -1.716 -0.2 0.2 0.4
N -6.045 -1.324 -1.426 0.2 0.9 0.9
C -6.320 -0.840 -2.762 -0.8 -0.1 -0.1
C -5.137 -0.391 -0.759 0.4 -0.2 0.2
N -7.729 -3.026 -1.325 -0.9 -0.9 2.6
C -8.524 -3.139 -0.091 -0.2 0.5 0.0
C -8.346 -3.850 -2.355 0.3 -0.6 -0.2
H -5.243 -4.609 -4.156 0.0 -0.2 0.2
H -3.980 -3.679 -3.312 0.0 0.0 -0.1
H -5.462 -2.916 -3.921 0.0 0.2 0.2
H -6.158 -5.796 -1.026 0.0 0.0 0.1
H -4.427 -5.435 -1.188 0.0 -0.1 0.0
H -5.332 -6.148 -2.536 -0.1 0.2 -0.1
H -5.418 -0.841 -3.384 0.1 0.0 0.0
H -6.692 0.189 -2.727 0.1 0.0 0.1
H -7.098 -1.411 -3.269 0.1 -0.2 0.1
H -4.124 -0.453 -1.171 0.1 0.0 0.1
H -5.088 -0.594 0.310 0.1 -0.1 -0.1
H -5.485 0.640 -0.860 -0.2 -0.1 -0.2
H -8.436 -4.139 0.346 -0.2 0.0 0.0
H -9.580 -2.924 -0.272 0.0 0.0 -0.1
H -8.174 -2.414 0.651 0.1 0.0 0.0
H -8.264 -4.923 -2.146 -0.1 0.0 -0.2
H -7.931 -3.644 -3.341 0.2 -0.1 0.2
H -9.413 -3.610 -2.433 0.0 0.2 0.4
O -0.464 4.787 4.809 -2.4 -1.8 2.1
P 0.470 3.735 5.413 5.2 2.7 -4.1
N 1.546 4.869 6.139 1.1 0.5 1.0
C 2.491 5.688 5.406 -0.2 0.0 -0.5
C 0.951 5.626 7.230 -0.3 -0.3 0.0
N 0.992 3.081 3.928 -0.9 -0.3 -0.7
C 2.350 3.044 3.426 0.4 -0.8 0.4
C 0.073 3.185 2.795 -0.3 0.3 0.0
N 1.421 2.426 6.176 -2.1 -0.9 1.7
C 0.513 1.438 6.784 0.0 -0.4 -0.4
C 2.581 2.590 7.040 0.1 0.6 0.4
H 3.207 6.140 6.099 -0.2 0.1 0.2
H 2.000 6.487 4.835 0.1 0.1 0.0
H 3.103 5.099 4.728 -0.2 -0.1 -0.1
H 0.561 4.940 7.993 -0.1 0.0 0.0
H 0.122 6.257 6.886 0.0 0.0 0.1
H 1.683 6.266 7.729 0.1 -0.1 -0.1
H 2.624 3.984 2.935 -0.1 0.0 0.0
H 2.465 2.245 2.690 -0.1 0.1 0.0
H 3.086 2.825 4.202 -0.1 0.1 0.2
H 0.111 4.181 2.337 -0.1 0.0 0.0
H -0.952 2.987 3.106 0.1 0.2 0.0
H 0.308 2.446 2.025 0.3 0.0 0.1
H 0.053 1.832 7.696 0.0 -0.2 0.1
H 1.034 0.508 7.024 0.1 0.1 0.0
H -0.289 1.182 6.083 0.0 0.1 0.0
H 2.337 3.082 7.989 0.2 0.0 0.0
H 3.379 3.142 6.545 -0.2 0.2 0.0
H 3.009 1.610 7.277 -0.4 -0.2 -0.1
```
Positions in Å, forces in eV/Å.

***

[3]
Formula: C43H55I2LaN2P3S4
Source: OMol25
Level of theory: ωB97M-V/def2-TZVPD

Calculated values
LUMO (spin up / spin down), eV: 2.1 / 0.7
E_tot, eV: -136737.8556
Charge: -1
ΔE to the lowest compared entry with this formula, charge and spin, kJ/mol: 61.4
HOMO energy (spin up / spin down), eV: -4.7 / -4.6
Molecular weight, g mol⁻¹: 1213.8

Structure (XYZ):
```
110
Properties=species:S:1:pos:R:3:forces:R:3
La 0.354 -0.390 1.168 0.7 0.6 -0.4
C 0.502 -0.732 -2.305 -0.1 0.1 0.0
P 1.431 -2.061 -1.441 0.1 -0.1 -0.2
C 0.851 -3.469 -2.467 0.1 0.0 0.1
C 0.059 -4.466 -1.915 0.0 0.0 0.1
C -0.466 -5.476 -2.713 0.0 0.0 0.0
C -0.200 -5.501 -4.071 0.0 0.0 0.0
C 0.588 -4.505 -4.636 0.0 0.0 0.0
C 1.102 -3.498 -3.840 0.0 0.1 0.0
C 3.192 -1.885 -1.911 -0.1 -0.1 0.0
C 3.841 -0.713 -1.524 -0.1 0.0 0.1
C 5.199 -0.548 -1.735 0.0 0.0 0.0
C 5.944 -1.568 -2.308 0.0 -0.1 0.0
C 5.318 -2.755 -2.663 0.1 0.1 0.0
C 3.955 -2.912 -2.465 -0.1 0.0 0.0
C -0.931 -0.903 -1.881 0.1 0.0 0.2
C -2.049 -0.949 -2.676 -0.1 0.0 0.0
C -3.148 -1.187 -1.813 0.0 0.0 -0.1
C -2.633 -1.286 -0.542 0.1 0.1 0.1
C -3.415 -1.705 0.673 -0.1 0.0 0.0
P -2.494 -1.675 2.286 0.0 0.0 -0.2
C -2.911 -3.318 2.987 -0.1 0.1 0.0
C -4.201 -3.844 2.874 0.0 0.0 0.0
C -4.520 -5.066 3.437 0.0 0.0 0.0
C -3.551 -5.783 4.132 0.0 0.0 0.0
C -2.274 -5.267 4.260 0.0 0.0 0.0
C -1.958 -4.038 3.693 0.1 0.0 0.0
C -3.577 -0.587 3.281 0.0 0.0 0.0
C -3.883 0.675 2.773 0.0 0.0 0.0
C -4.653 1.561 3.503 0.0 0.0 0.0
C -5.114 1.207 4.765 0.0 0.0 0.0
C -4.803 -0.037 5.285 0.0 0.0 0.0
C -4.040 -0.932 4.545 0.0 0.0 0.1
N -1.269 -1.097 -0.549 -0.4 -0.2 -0.6
H 0.590 -0.794 -3.393 0.0 0.0 0.1
H 0.894 0.225 -1.946 -0.1 -0.2 -0.1
H -0.160 -4.444 -0.855 0.0 0.0 0.0
H -1.089 -6.239 -2.265 0.0 0.0 0.0
H -0.609 -6.287 -4.692 0.0 0.0 0.0
H 0.794 -4.510 -5.699 0.0 0.0 0.0
H 1.709 -2.719 -4.289 0.0 0.0 0.0
H 3.274 0.065 -1.021 0.0 -0.1 0.0
H 5.678 0.371 -1.426 0.0 0.1 0.0
H 7.008 -1.446 -2.462 0.0 0.0 0.0
H 5.892 -3.566 -3.093 0.0 0.0 0.0
H 3.487 -3.847 -2.740 0.0 0.0 0.0
H -2.065 -0.837 -3.749 0.0 0.0 -0.1
H -4.184 -1.308 -2.089 -0.1 0.0 0.0
H -3.758 -2.736 0.536 0.0 0.1 0.0
H -4.313 -1.089 0.787 0.1 -0.1 0.0
H -4.967 -3.284 2.353 0.0 0.0 0.0
H -5.523 -5.459 3.339 0.0 0.0 0.0
H -3.797 -6.740 4.571 0.0 0.0 0.0
H -1.513 -5.816 4.797 0.0 0.0 0.0
H -0.954 -3.648 3.795 0.0 0.0 0.0
H -3.505 0.977 1.803 0.0 0.0 -0.1
H -4.875 2.537 3.096 0.0 0.0 0.0
H -5.707 1.905 5.341 0.0 0.0 0.0
H -5.154 -0.321 6.269 0.0 0.0 0.0
H -3.808 -1.905 4.960 0.0 0.0 0.0
S 0.668 -3.697 1.538 0.0 0.1 0.1
S 2.544 -4.168 1.194 -0.2 -0.3 -0.2
S 3.884 -2.824 1.888 0.2 0.4 0.1
S 3.254 -0.906 1.858 0.1 -0.3 0.0
I -0.433 1.505 3.532 -0.2 0.3 0.3
C -0.275 -1.530 5.848 0.0 0.0 -0.1
I 1.212 -1.735 4.482 0.1 -0.1 0.4
H -1.262 -1.305 5.477 0.0 0.0 0.0
H -0.001 -1.303 6.862 0.0 0.0 0.1
C 3.876 3.335 -0.601 0.0 0.0 0.0
C 2.593 3.894 0.033 0.1 0.0 0.0
C 2.693 3.559 1.529 -0.1 -0.1 0.0
C 2.611 5.418 -0.133 0.0 0.0 0.0
P 1.117 2.958 -0.696 -0.1 -0.4 0.1
N 1.061 1.496 -0.147 -0.2 -0.1 0.3
C 1.291 3.006 -2.594 0.0 0.0 -0.1
C 1.645 4.346 -3.251 0.0 0.0 0.0
C 2.371 1.996 -3.043 0.0 0.0 0.1
C -0.056 2.543 -3.181 0.0 0.0 0.0
C -0.466 3.946 -0.319 0.0 0.1 0.0
C -0.736 5.197 -1.166 -0.1 0.0 0.0
C -0.435 4.413 1.140 -0.1 0.0 0.0
C -1.672 3.000 -0.459 0.0 -0.1 0.0
H 4.729 3.705 -0.027 0.0 0.0 0.0
H 4.016 3.650 -1.631 0.0 0.0 -0.1
H 3.894 2.246 -0.560 0.0 -0.1 0.0
H 3.662 3.909 1.894 0.1 0.0 0.0
H 2.626 2.483 1.691 0.0 0.0 0.0
H 1.920 4.031 2.129 0.0 0.0 0.0
H 3.562 5.795 0.255 0.0 0.0 0.0
H 1.821 5.909 0.428 -0.1 0.0 0.0
H 2.538 5.739 -1.169 0.0 0.0 -0.1
H 2.648 4.676 -2.991 0.1 0.0 0.0
H 0.948 5.149 -3.026 0.0 0.0 0.0
H 1.633 4.201 -4.336 0.0 0.0 0.0
H 3.333 2.477 -3.208 0.0 0.0 0.0
H 2.071 1.536 -3.986 0.0 0.0 -0.1
H 2.522 1.195 -2.324 -0.1 0.2 -0.1
H -0.803 3.334 -3.170 0.0 0.0 0.0
H -0.473 1.682 -2.664 0.0 -0.1 0.0
H 0.099 2.260 -4.224 0.0 0.0 -0.1
H 0.086 5.910 -1.145 0.1 0.0 0.0
H -1.609 5.703 -0.743 0.0 0.0 0.0
H -0.971 4.971 -2.204 0.0 0.0 0.0
H 0.218 5.269 1.294 0.0 0.0 0.0
H -0.146 3.623 1.817 0.0 -0.2 0.1
H -1.444 4.721 1.422 0.0 0.0 0.0
H -1.959 2.827 -1.494 0.0 0.0 0.0
H -2.524 3.451 0.055 -0.1 0.0 0.0
H -1.474 2.028 -0.005 0.0 0.0 0.0
```
Positions in Å, forces in eV/Å.